No. 1
Formula: C14H4BrCl6O4Tb
Source: the OMol25 dataset
Level of theory: wB97M-V/def2-TZVPD

maximum force: 0.1219 Eh/bohr
net charge: -2
DFT total energy: -6996.63924 Ha
relative energy (zero: lowest compared OMol25 entry of this formula, charge and spin): 21.5 kcal/mol
LUMO level (spin up / spin down): 3.8 / 3.8 eV
multiplicity: 7
orbital gap (spin up / spin down): 4.9517 / 4.9688 eV
HOMO energy (spin up / spin down): -1.11 / -1.13 eV

```
30
Properties=species:S:1:pos:R:3:forces:R:3:mulliken_spin:R:1
Tb -1.174 0.579 0.506 -0.9 -2.2 -0.3 6.028
Cl 3.084 0.565 -0.441 0.0 -0.4 -0.2 -0.001
C 2.169 1.980 -0.063 0.3 1.7 0.0 -0.005
C 0.802 2.030 0.097 -1.0 -0.1 -0.5 -0.004
C 0.120 3.236 0.138 2.5 0.3 0.4 -0.006
Cl -1.679 3.350 0.240 0.7 0.3 -0.2 -0.001
C 0.871 4.430 0.137 0.3 -0.7 -0.4 0.001
Cl 0.043 5.875 -0.203 -0.3 1.3 0.2 -0.001
C 2.296 4.415 0.149 -1.6 -2.0 -0.7 0.001
Cl 3.197 5.843 0.056 0.3 0.8 0.1 0.000
C 2.930 3.155 -0.014 -0.5 0.9 0.8 -0.002
Cl 4.659 3.143 -0.020 0.2 -0.1 -0.1 -0.001
O -4.366 -0.731 -2.111 -1.0 0.3 -3.7 -0.001
C -3.512 -0.420 -1.357 -1.8 -2.5 5.5 -0.001
O -2.400 0.149 -1.312 0.9 1.2 -1.4 0.001
C -3.974 -1.064 0.339 1.4 1.5 -3.6 0.005
O -4.947 -1.762 0.543 0.5 0.3 0.6 -0.001
O -3.012 -0.589 1.012 -0.4 -0.4 2.5 0.009
Br 1.489 -6.060 -0.215 0.3 0.3 0.0 0.000
C 0.956 -4.218 -0.171 -1.5 1.9 0.1 0.002
C -0.435 -3.957 -0.319 0.7 1.1 -0.2 -0.002
C -0.897 -2.599 -0.351 0.8 -2.6 0.0 -0.004
C -0.077 -1.565 0.056 -1.5 1.5 0.0 0.001
C 1.211 -1.844 0.345 2.4 -2.4 -0.3 -0.010
C 1.806 -3.113 0.078 -0.1 -1.2 0.5 -0.002
H -1.146 -4.764 -0.418 0.0 -0.1 -0.2 0.000
H -1.920 -2.453 -0.657 -0.2 0.1 0.2 0.002
H 1.897 -1.141 0.771 0.0 0.4 0.1 -0.002
H 2.898 -3.299 0.185 -0.9 0.3 0.0 0.000
Cl -0.889 0.829 3.001 0.3 0.4 1.0 -0.006
```
Forces are in eV/Å.

No. 2
Formula: C14H4F5N2OPdS2Se
Source: the OMol25 dataset
Level of theory: wB97M-V/def2-TZVPD

maximum force: 0.0273 Eh/bohr
net charge: -1
DFT total energy: -4545.73417 Ha
LUMO level (spin up / spin down): 2.4 / 1.1 eV
multiplicity: 3
orbital gap (spin up / spin down): 7.4704 / 6.0474 eV
HOMO energy (spin up / spin down): -5.04 / -5.00 eV

```
30
Properties=species:S:1:pos:R:3:forces:R:3:mulliken_spin:R:1
Pd -0.720 -0.281 -0.503 0.4 -0.2 1.3 1.282
S -2.988 -0.636 0.286 -0.3 0.1 -0.1 0.140
C -2.597 0.795 1.148 -0.1 0.0 0.0 0.006
N -1.403 1.319 1.076 -0.2 -0.1 -0.2 0.073
C -1.312 2.509 1.780 0.3 -0.2 -0.1 0.008
C -0.168 3.296 1.882 0.1 0.0 0.0 -0.004
C -0.221 4.451 2.639 0.0 0.0 0.0 0.000
C -1.395 4.826 3.300 0.0 -0.1 0.0 0.001
C -2.535 4.045 3.209 0.0 0.0 0.0 0.000
C -2.484 2.885 2.445 -0.1 0.0 0.0 0.002
S -3.723 1.704 2.132 -0.1 0.0 0.0 0.005
H 0.737 2.983 1.376 0.0 0.0 0.0 0.001
H 0.662 5.071 2.727 0.0 0.0 0.0 0.000
H -1.414 5.733 3.891 0.0 0.0 0.0 0.000
H -3.445 4.330 3.723 0.0 0.0 0.0 0.000
F 4.195 -4.334 2.522 0.0 0.0 0.0 0.000
C 3.497 -3.355 1.915 0.0 0.0 0.0 0.000
C 2.222 -3.580 1.440 -0.1 0.0 0.0 0.002
F 1.665 -4.794 1.584 0.0 0.0 0.0 0.000
C 1.511 -2.570 0.819 -0.1 -0.3 0.1 -0.011
F 0.264 -2.859 0.389 0.0 0.1 0.0 -0.002
C 2.015 -1.274 0.629 0.0 0.3 -0.2 0.007
O 1.384 -0.304 0.056 0.0 0.0 -0.1 0.054
C 3.320 -1.090 1.136 0.1 0.0 0.0 0.006
F 3.901 0.117 1.013 0.0 0.0 0.0 0.000
C 4.036 -2.090 1.759 0.0 0.1 0.0 0.001
F 5.274 -1.840 2.220 0.0 0.0 0.0 0.000
Se -0.587 0.960 -2.615 0.0 0.1 -0.5 0.340
C -0.434 -0.850 -2.891 0.0 0.1 -0.4 -0.054
N -0.352 -1.998 -3.047 0.0 0.0 0.1 0.146
```
Forces are in eV/Å.

No. 3
Formula: C14H50N4O11
Source: the OMol25 dataset
Level of theory: wB97M-V/def2-TZVPD

maximum force: 0.1809 Eh/bohr
DFT total energy: -1609.87510 Ha
relative energy (zero: lowest compared OMol25 entry of this formula, charge and spin): 86.2 kcal/mol
structure (SMILES): NC(N)=O.NC(N)=O.CCO.CCO.CCO.CO.CO.CO.CO.CO.CO
LUMO level: 0.4 eV
orbital gap: 9.1893 eV
HOMO energy: -8.82 eV

```
79
Properties=species:S:1:pos:R:3:forces:R:3:mulliken_charge:R:1
C 5.025 -11.497 4.922 -0.3 -0.9 -0.5 0.269
C 4.784 -12.317 3.627 -0.9 1.7 1.1 -0.692
O 5.294 -13.633 3.723 -1.1 -0.9 0.1 -0.541
H 4.371 -11.838 5.722 -0.3 -0.1 0.1 -0.605
H 4.888 -10.443 4.796 -0.3 0.6 -0.3 0.428
H 6.000 -11.604 5.301 1.5 -0.3 0.3 0.152
H 5.259 -11.786 2.769 -0.6 -0.5 0.4 0.320
H 3.650 -12.291 3.637 1.1 -0.3 -1.1 0.306
H 4.536 -14.252 3.645 1.0 0.6 0.0 0.319
C 8.045 -8.432 11.216 -1.0 -1.2 -1.0 -0.947
C 7.964 -9.862 10.588 2.0 1.0 1.3 0.796
O 9.035 -9.914 9.642 0.5 -0.1 -1.4 -0.662
H 7.116 -8.271 11.741 0.0 0.1 0.7 -0.119
H 8.070 -7.634 10.477 0.1 -0.3 -0.4 0.295
H 8.930 -8.381 11.803 0.5 0.2 0.8 0.440
H 6.975 -10.035 10.184 0.0 -0.4 -0.3 -0.624
H 8.346 -10.611 11.315 -1.5 0.4 0.2 0.470
H 9.589 -10.702 9.757 -0.5 0.4 0.1 0.278
C 1.512 -9.485 8.043 1.8 0.5 1.4 -1.272
C 1.762 -10.666 7.181 1.9 -0.3 1.1 0.141
O 1.895 -11.863 7.952 -0.4 -0.2 0.8 -0.623
H 0.729 -9.600 8.745 -0.7 -0.8 1.1 0.323
H 1.114 -8.705 7.469 -0.1 1.3 -1.3 0.507
H 2.416 -9.096 8.553 -0.5 -0.2 -0.1 0.195
H 2.682 -10.518 6.611 -0.2 0.1 -0.3 -0.150
H 0.909 -10.661 6.614 -1.9 -0.9 -2.2 0.628
H 2.151 -12.673 7.484 0.1 0.4 -0.3 0.275
C 4.297 -8.688 11.998 0.1 -0.6 -6.0 0.224
O 4.534 -8.451 10.689 -0.5 -0.5 5.5 -0.621
N 3.584 -9.731 12.338 -2.4 -2.6 0.3 -0.257
N 4.809 -8.041 13.021 2.9 5.0 1.1 -0.474
H 3.034 -10.184 11.575 0.5 0.3 0.6 0.382
H 3.424 -10.107 13.304 0.5 1.1 -1.4 0.254
H 5.418 -7.251 12.654 -0.9 -1.4 0.8 0.311
H 4.248 -7.643 13.789 0.1 -1.0 -0.7 0.266
C 8.633 -9.504 5.623 -5.8 1.0 -6.7 0.669
O 7.743 -9.385 4.615 3.5 -0.5 4.1 -0.720
N 9.862 -9.201 5.476 8.9 2.7 0.2 -0.361
N 8.317 -9.981 6.776 -3.4 -1.3 3.0 -0.211
H 10.332 -8.690 4.679 -1.8 -1.1 1.0 0.306
H 10.593 -9.185 6.307 -2.6 -0.4 -2.1 0.194
H 7.275 -10.057 6.889 1.3 -0.1 0.3 -0.026
H 8.837 -9.816 7.626 0.0 0.2 0.1 0.382
C 7.983 -13.130 8.155 -2.3 0.3 0.3 0.260
O 8.194 -12.677 6.841 -0.6 -4.0 -0.3 -0.628
H 8.359 -14.142 8.384 0.2 0.5 -0.7 0.330
H 6.829 -13.198 8.471 2.3 0.3 -0.8 -0.233
H 8.446 -12.410 8.795 0.2 0.3 1.1 -0.222
H 8.343 -11.766 6.714 0.2 1.9 0.5 0.623
C 1.280 -12.287 11.175 -1.0 0.5 -1.1 -0.838
O 2.226 -11.350 10.635 -0.7 -0.1 1.4 -0.424
H 1.141 -12.144 12.232 0.3 -0.2 0.4 0.370
H 1.681 -13.249 10.873 -0.5 -0.5 0.7 0.301
H 0.268 -12.128 10.698 1.0 -0.2 0.3 0.201
H 2.209 -11.671 9.745 0.6 0.5 -2.0 0.208
C 4.586 -14.276 7.674 0.4 0.6 0.5 -0.565
O 3.399 -14.390 7.002 -2.9 -1.2 2.3 -0.663
H 4.429 -13.841 8.660 0.0 0.1 0.0 0.135
H 5.245 -13.716 7.079 1.2 1.2 -0.4 0.298
H 5.053 -15.209 7.782 0.6 -1.6 0.4 0.490
H 3.404 -14.095 6.142 0.6 1.0 -2.9 0.331
C 4.946 -11.037 8.663 0.2 -2.9 -1.8 -0.527
O 5.700 -10.220 7.887 1.7 2.2 -1.1 0.115
H 4.365 -11.623 7.950 -0.6 -0.3 0.6 -0.729
H 4.382 -10.450 9.271 -2.0 1.1 2.2 0.866
H 5.595 -11.708 9.185 0.2 -0.5 0.7 0.030
H 5.272 -9.366 7.996 0.3 0.6 -0.7 -0.038
C 6.005 -7.100 7.865 1.8 -1.1 0.7 -0.529
O 4.709 -7.486 8.090 -1.3 -0.8 -0.3 -0.574
H 6.490 -6.778 8.771 0.1 0.6 0.5 0.237
H 6.040 -6.375 7.129 -0.1 1.8 -1.3 0.381
H 6.667 -7.888 7.498 -0.1 -0.4 -0.2 -0.003
H 4.683 -7.877 8.962 -0.4 0.1 1.0 0.606
C 4.421 -13.560 11.607 0.2 0.2 -0.9 0.186
O 3.746 -12.916 12.640 -0.5 -1.9 2.0 -0.563
H 3.912 -14.498 11.239 0.2 1.1 0.2 0.246
H 5.400 -13.851 11.976 0.3 -0.1 -0.2 0.318
H 4.513 -12.750 10.855 0.3 -1.2 -0.4 -0.446
H 3.610 -12.039 12.382 -0.3 1.8 -0.7 0.227
```
Forces are in eV/Å.